[1]
A 2-piece molecular cluster, CH3N3 overall. Source: the Open Molecules 2025 dataset; level of theory: ωB97M-V/def2-TZVPD.

Geometry as XYZ:
```
7
Properties=species:S:1:pos:R:3
C 0.51718 -0.09988 0.05592
N -0.20104 -1.11099 0.19983
N -2.46432 1.28697 0.16874
N -3.20265 0.95271 -0.57308
H 1.43545 -0.05001 0.62867
H 0.31875 0.75377 -0.60077
H -1.05393 -1.12850 -0.35734
```

Values from the calculation:
**Total charge**: 0
**Energy**: -5555.8810 eV
**Energy above the lowest of the compared OMol25 structures with the same formula, charge and spin**: 0.000 eV
**Highest occupied orbital energy**: -10.06 eV
**Kohn-Sham gap**: 11.4636 eV
**Structure (SMILES)**: C=N.N#N
**Maximum force**: 1.43 eV Å⁻¹



[2]
A 2-piece molecular cluster, C4H6NS overall. Source: the Open Molecules 2025 dataset; level of theory: ωB97M-V/def2-TZVPD.

Geometry as XYZ:
```
12
Properties=species:S:1:pos:R:3
C -0.26970 2.68717 -0.04136
C -1.04132 -0.66880 -0.04452
C -0.22032 1.48841 -0.03726
C 1.34451 -0.32003 -0.01067
N -0.02516 0.15019 -0.02413
S -2.65541 -0.11966 -0.09924
H -0.79770 4.50543 0.00392
H -0.82874 -1.72993 -0.02548
H 1.62584 -0.69803 -0.99574
H 1.46693 -1.11828 0.72171
H 2.00389 0.50684 0.24451
H -3.21866 -1.33385 -0.10862
```

Values from the calculation:
**Total charge**: +1
**Energy**: -16556.9665 eV
**Energy above the lowest of the compared OMol25 structures with the same formula, charge and spin**: 5.605 eV
**Highest occupied orbital energy**: -14.18 eV
**Kohn-Sham gap**: 8.6572 eV
**Maximum force**: 4.95 eV Å⁻¹



[3]
C19H51BInN8O19 as an isolated structure. Source: the Open Molecules 2025 dataset; level of theory: ωB97M-V/def2-TZVPD.

Geometry as XYZ:
```
99
Properties=species:S:1:pos:R:3
C 6.96530 2.65985 -1.03226
C 8.27742 2.47756 -1.82492
C 8.23090 1.36769 -2.89133
C 8.76852 0.00639 -2.41703
C 8.01690 -0.62022 -1.23241
C 6.50091 -0.80180 -1.43732
C 5.77671 -0.80183 -0.07566
C 4.24169 -0.97690 -0.21419
C 3.43363 0.31079 0.11891
In 1.77127 0.72785 -1.34372
O 2.62369 1.29184 -3.18042
C 0.45100 -1.05389 -1.74463
C 0.17763 -1.13559 -3.28458
B 0.46665 2.44242 -0.49464
O -0.05603 2.27236 0.80382
O 0.18496 3.63734 -1.18778
H 6.46169 1.71242 -0.84566
H 6.25981 3.29112 -1.56884
H 7.19988 3.08906 -0.05608
H 9.14467 2.36881 -1.17122
H 8.43564 3.41717 -2.36578
H 8.88711 1.68916 -3.70980
H 7.24351 1.27145 -3.34584
H 9.80918 0.15523 -2.10777
H 8.76650 -0.67549 -3.27104
H 8.43482 -1.62467 -1.09360
H 8.20960 -0.09784 -0.29215
H 6.05687 -0.02836 -2.06402
H 6.28756 -1.78076 -1.87090
H 6.02665 0.09092 0.50458
H 6.16285 -1.64402 0.51656
H 3.92492 -1.72815 0.51470
H 4.03428 -1.34041 -1.22278
H 4.08787 1.19056 0.12571
H 2.98788 0.21613 1.11097
H 3.13040 2.09825 -3.09733
H -0.49801 -0.87730 -1.23290
H 0.88146 -1.99236 -1.38657
H -0.87055 -1.38521 -3.47467
H 0.33421 -0.13449 -3.69391
H 0.84762 -1.84528 -3.76653
H -0.97457 2.56738 0.83523
H -0.15355 3.44529 -2.06219
C -3.41224 -0.24379 1.73939
N -3.37380 1.19101 1.35257
O -3.84516 2.00787 2.12314
O -2.86845 1.44982 0.28556
H -3.88343 -0.32698 2.70913
H -3.98567 -0.76817 0.98080
H -2.38741 -0.60568 1.76624
C 1.51688 0.00000 3.42368
N 0.27475 -0.81395 3.45416
O -0.21612 -1.08216 4.53658
O -0.17142 -1.13985 2.38197
H 1.80172 0.22998 4.44414
H 2.27963 -0.58891 2.92348
H 1.29680 0.90199 2.85592
C -3.61070 -4.00910 -4.85490
N -2.60054 -3.94241 -3.76756
O -2.94669 -3.46649 -2.70983
O -1.49857 -4.36709 -4.02733
H -4.54159 -3.59480 -4.48525
H -3.22508 -3.42834 -5.68789
H -3.72629 -5.05348 -5.12909
C -1.22282 1.86961 -6.54221
N -1.69491 0.78895 -5.63849
O -1.92353 1.07605 -4.49198
O -1.81325 -0.32253 -6.12392
H -1.16386 2.78941 -5.97328
H -0.24542 1.57630 -6.91384
H -1.94006 1.95481 -7.35430
C -6.26641 -0.00917 5.58169
N -5.64788 -1.29960 5.18924
O -5.34218 -1.45373 4.02633
O -5.47646 -2.11574 6.07007
H -6.34933 0.61827 4.70059
H -7.24181 -0.22583 6.00111
H -5.61527 0.44392 6.32232
C -7.11669 -1.06183 9.63789
N -8.33837 -0.70683 8.86768
O -8.18345 -0.26885 7.74666
O -9.40688 -0.87629 9.40851
H -6.24489 -0.85929 9.02778
H -7.11353 -0.45116 10.53569
H -7.18404 -2.11685 9.88575
C -2.44667 1.07053 7.53557
N -3.51578 0.35173 8.27860
O -4.60544 0.88723 8.37880
O -3.23586 -0.72919 8.73794
H -2.84545 2.01538 7.18561
H -1.62025 1.22262 8.22291
H -2.14715 0.43771 6.70410
C -4.57886 -0.63522 -8.00931
N -4.52984 0.74198 -8.56445
O -5.03503 1.63287 -7.91672
O -3.97795 0.88273 -9.63450
H -5.09388 -0.60456 -7.05638
H -5.11077 -1.25635 -8.72428
H -3.55209 -0.96907 -7.88609
```

Values from the calculation:
**Total charge**: -1
**Energy**: -77183.4440 eV
**Highest occupied orbital energy**: -3.79 eV
**Kohn-Sham gap**: 5.0016 eV
**Maximum force**: 1.39 eV Å⁻¹



[4]
The molecule C5H7NO. Source: the Open Molecules 2025 dataset; level of theory: ωB97M-V/def2-TZVPD.

Geometry as XYZ:
```
14
Properties=species:S:1:pos:R:3
O 1.22096 2.16145 -0.95068
C 0.69270 1.26961 -0.34602
C 1.40552 -0.00900 0.15969
C 0.53773 -1.21621 -0.14774
C -0.78767 -1.11827 -0.22908
C -1.51578 0.18127 -0.01471
N -0.62226 1.33858 0.22396
H 1.59590 0.01585 1.25394
H 2.38246 -0.03748 -0.31051
H 1.02964 -2.17274 -0.31061
H -1.39754 -1.98554 -0.47488
H -2.15327 0.11641 0.87761
H -2.20033 0.37537 -0.84874
H -0.18806 1.08071 1.11776
```

Values from the calculation:
**Total charge**: 0
**Energy**: -8834.7480 eV
**Energy above the lowest of the compared OMol25 structures with the same formula, charge and spin**: 1.455 eV
**Highest occupied orbital energy**: -9.54 eV
**Kohn-Sham gap**: 10.2289 eV
**Structure (SMILES)**: O=C1CC=CCN1
**Maximum force**: 1.66 eV Å⁻¹



[5]
C35H31N10O4S3Sr as an isolated structure. Source: the Open Molecules 2025 dataset; level of theory: ωB97M-V/def2-TZVPD.

Geometry as XYZ:
```
84
Properties=species:S:1:pos:R:3
Sr -0.04159 -0.96936 1.18663
S -2.61716 -2.19798 1.60404
C -3.07792 -1.94681 3.25495
C -4.33599 -2.43412 3.63981
C -4.80114 -2.39036 4.94655
C -6.11011 -2.85971 5.25278
N -7.17989 -3.22318 5.47789
C -3.96123 -1.86248 5.94679
C -2.73565 -1.32850 5.57489
C -2.28463 -1.29374 4.24737
S -0.82121 -0.41226 3.94513
C -4.35505 -1.86214 7.31500
N -4.65468 -1.86036 8.42733
H -4.96597 -2.86652 2.87410
H -2.09612 -0.90194 6.33575
N -2.17491 3.12907 1.15935
C -3.14723 2.44850 1.84490
C -3.16093 1.19397 1.31396
N -2.21797 1.09103 0.33059
C -1.62269 2.26378 0.26289
C -0.53085 2.61112 -0.62701
N 0.02383 1.81504 -1.51286
C 1.02102 2.53846 -2.10683
C 1.07175 3.79510 -1.58391
N 0.07340 3.83337 -0.64311
H -1.87349 4.06101 1.37264
H -3.72015 2.89584 2.63734
H -3.79162 0.36044 1.57276
H 1.64796 2.11096 -2.87224
H 1.70341 4.64086 -1.79020
H -0.10999 4.60464 -0.03014
C -1.77549 0.90899 -7.92016
C -1.22267 0.30016 -6.63765
S -0.22455 -1.13018 -7.12691
O -1.12095 -2.11845 -7.67026
O 0.85754 -0.64727 -7.94454
C 0.46148 -1.76252 -5.58839
C -0.60927 -2.54717 -4.82944
N -0.20788 -2.82296 -3.45999
C -0.62704 -2.12652 -2.37775
N -0.03316 -2.55346 -1.27350
C 0.77094 -3.57771 -1.62108
C 0.69466 -3.77013 -2.97804
N 1.36370 -4.73832 -3.74872
O 1.24675 -4.71784 -4.96809
O 2.02049 -5.56520 -3.14870
C -1.67053 -1.07180 -2.40572
H -2.42390 1.75498 -7.70024
H -2.34217 0.15492 -8.46581
H -0.95805 1.24378 -8.55693
H -2.01860 -0.06371 -5.98829
H -0.57097 0.98638 -6.09776
H 0.81977 -0.90223 -5.02180
H 1.28973 -2.40329 -5.88059
H -0.82098 -3.46872 -5.36090
H -1.52518 -1.96221 -4.78104
H 1.35772 -4.11719 -0.89706
H -2.47131 -1.31361 -3.10455
H -1.24654 -0.09973 -2.65597
H -2.09561 -0.98795 -1.40570
C 5.37266 -1.49722 1.03199
C 4.55069 -2.56566 1.36039
C 3.16927 -2.39597 1.40364
C 2.53345 -1.17677 1.11306
C 3.40747 -0.12438 0.78903
C 4.79217 -0.26760 0.75344
H 6.44875 -1.62075 0.98989
H 4.99102 -3.53283 1.58601
H 2.56445 -3.26001 1.68282
H 2.98911 0.85509 0.54913
H 5.42619 0.58110 0.50698
N 0.81159 2.11058 2.05019
C 1.45051 2.63547 2.84736
C 2.26581 3.30206 3.80894
C 3.61160 3.51795 3.50160
C 4.42637 4.15528 4.41900
C 3.90687 4.57604 5.63630
C 2.56964 4.35863 5.93982
C 1.74274 3.72235 5.03116
H 4.00095 3.16892 2.55437
H 5.47141 4.31547 4.18966
H 4.54940 5.06711 6.35545
H 2.17343 4.67724 6.89467
H 0.70328 3.53312 5.26357
```

Values from the calculation:
**Total charge**: -1
**Energy**: -93231.1577 eV
**Energy above the lowest of the compared OMol25 structures with the same formula, charge and spin**: 1.506 eV
**Highest occupied orbital energy**: -4.03 eV
**Kohn-Sham gap**: 5.2017 eV
**Maximum force**: 0.85 eV Å⁻¹



[6]
A 2-piece molecular cluster, CH3Cl3Si overall. Source: the Open Molecules 2025 dataset; level of theory: ωB97M-V/def2-TZVPD.

Geometry as XYZ:
```
8
Properties=species:S:1:pos:R:3
C -0.55459 -1.29967 -0.82509
Si -1.55417 -0.27351 0.20560
Cl 3.13249 2.09236 0.87148
Cl -3.19558 -1.04453 1.09068
Cl -1.35621 1.53189 1.03103
H -1.05328 -2.17920 -1.02498
H 4.30017 2.16466 0.15005
H 0.28115 -0.99200 -1.49876
```

Values from the calculation:
**Total charge**: 0
**Energy**: -46531.3553 eV
**Energy above the lowest of the compared OMol25 structures with the same formula, charge and spin**: 4.138 eV
**Highest occupied orbital energy**: -8.59 eV
**Kohn-Sham gap**: 8.7113 eV
**Structure (SMILES)**: C=[Si](Cl)Cl.Cl
**Maximum force**: 3.82 eV Å⁻¹



Which of these has the highest total charge? C4H6NS



The highest total charge belongs to which entry? C4H6NS



Which of these has the highest energy? CH3N3